1.
The following is a DFT calculation (the ωB97M-V functional and the def2-TZVPD basis) of one molecule with the formula C6H11N.

Last column: Mulliken charge in e.
CARTESIAN COORDINATES (ANGSTROEM)
C  -2.1975  -1.8740  0.5452  -0.70
C  -1.1588  -1.1373  0.9006  0.13
C  -1.1016  0.3256  1.2329  -0.86
N  -0.5981  1.2505  0.1740  -0.42
C  0.7730  0.9395  -0.0685  -0.27
C  1.4317  0.8015  -1.2464  -0.24
C  2.5796  -0.1859  -1.3764  -1.09
H  -3.1256  -1.4798  0.1227  0.24
H  -2.1533  -2.9289  0.2769  0.27
H  -0.1958  -1.6488  1.0166  0.24
H  -2.0568  0.7480  1.5847  0.37
H  -0.3365  0.4638  1.9991  0.36
H  -1.1061  1.0193  -0.6734  0.36
H  1.4499  0.9698  0.7843  0.33
H  1.2911  1.5213  -2.0341  0.38
H  2.7817  -0.6502  -0.3998  0.31
H  2.4878  -0.9969  -2.1024  0.29
H  3.4714  0.3801  -1.6535  0.30

Summary:
Net charge: 0
SMILES string: C=CCN/C=C/C
DFT total energy in Eh: -289.8608
ΔE to the lowest compared entry with this formula, charge and spin in kcal/mol: 69.6
HOMO energy in hartree: -0.2799

---

2.
The following is a DFT calculation (the ωB97M-V functional and the def2-TZVPD basis) of one molecule with the formula C6H11N.

Last column: Mulliken charge in e.
CARTESIAN COORDINATES (ANGSTROEM)
C  -0.6362  1.8291  -0.8496  -1.45
C  -0.0766  0.5338  -0.3635  0.04
C  -0.7621  -0.4389  0.3158  0.73
N  -2.1403  -0.5371  0.3440  -0.53
C  0.0716  -1.4263  0.9763  -0.82
C  1.7040  -0.6094  0.5821  -0.80
C  1.3710  0.2218  -0.6177  -0.51
H  -1.6556  1.9939  -0.4947  0.35
H  -0.0257  2.6673  -0.4961  0.35
H  -0.6389  1.8654  -1.9454  0.31
H  -2.4999  -1.4176  0.6901  0.24
H  -2.6169  -0.2248  -0.4935  0.21
H  -0.0774  -2.4496  0.6251  0.38
H  0.1790  -1.3378  2.0527  0.27
H  1.9708  -0.0132  1.4554  0.34
H  2.3588  -1.4639  0.4350  0.33
H  1.9722  1.1353  -0.6619  0.33
H  1.5024  -0.3279  -1.5543  0.25

Summary:
Net charge: 0
SMILES string: CC1=C(N)CCC1
DFT total energy in Eh: -289.9212
ΔE to the lowest compared entry with this formula, charge and spin in kcal/mol: 31.7
HOMO energy in hartree: -0.2691

---

3.
The following is a DFT calculation (the ωB97M-V functional and the def2-TZVPD basis) of a 2-piece molecular cluster, C6H11N overall.

Last column: Mulliken charge in e.
CARTESIAN COORDINATES (ANGSTROEM)
C  -0.8872  1.6364  -0.6570  -1.49
C  -1.8152  -0.4759  0.4717  -1.70
C  -0.5834  0.3249  0.0684  1.43
N  0.5477  -1.7571  -0.5602  -0.29
C  0.5034  -0.4400  -0.5377  -0.60
H  -0.0268  -2.2880  0.0802  0.19
H  1.4005  -2.2140  -0.8514  0.32
H  1.2105  0.0631  -1.1861  0.45
H  -1.5210  2.2621  -0.0288  0.36
H  0.0280  2.1957  -0.8584  0.41
H  -1.5600  -1.2793  1.1671  0.44
H  -2.5172  0.1740  0.9932  0.40
H  -1.4077  1.4634  -1.6023  0.36
H  -2.3317  -0.9035  -0.3929  0.37
C  1.9034  0.2557  1.4199  -0.98
C  3.0309  0.2107  0.9287  -0.18
H  4.0170  0.2032  0.5252  0.41
H  0.0089  0.5689  1.0203  0.09

Summary:
Net charge: 0
DFT total energy in Eh: -289.7878
ΔE to the lowest compared entry with this formula, charge and spin in kcal/mol: 115.4
HOMO energy in hartree: -0.2965

---

no.,gap between HOMO and LUMO (eV)
1,8.787
2,8.407
3,8.040